(1)
Formula: C5H8N2O2S
Source: the OMol25 dataset
Level of theory: wB97M-V/def2-TZVPD

Positions of all 18 atoms, in Å:
C 2.02157 -2.14222 -0.47528
C 0.73770 -1.27492 -0.91448
C 0.50037 -0.24100 1.45424
C -2.08528 2.50954 0.42359
C -0.67447 0.60155 -0.46980
H 2.93426 -1.31176 -0.10787
H 1.61914 -2.55147 0.40421
H 2.21865 -2.74718 -1.29108
H 1.02156 -0.96248 -2.09429
H -0.22367 -1.85298 -1.15380
H -2.42283 2.43233 -0.48356
H -1.57647 3.36765 0.59321
H -3.11993 2.03582 1.01351
N 0.25812 -0.27249 0.04243
N -0.99724 1.47741 0.52624
O 1.23485 -0.91265 2.02287
O -1.08937 0.70673 -1.56584
S -0.35696 1.13813 2.07571

Forces on atoms 1 to 2 (eV/Å):
-0.7 5.8 1.9
0.6 -1.4 -3.4

Computed properties:
- Relative energy (zero: lowest compared OMol25 entry of this formula, charge and spin): 3.343 eV
- Structure (SMILES): CCn1c(=O)sn(C)c1=O
- Kohn-Sham gap: 0.352 Eh
- Total energy: -853.42054 a.u.
- Highest occupied orbital energy: -8.9598 eV
- Multiplicity: 1

***

(2)
Formula: C5H9N2P
Source: the OMol25 dataset
Level of theory: wB97M-V/def2-TZVPD

Positions of all 17 atoms, in Å:
C -0.02493 2.31304 -0.55883
C 0.66642 2.68140 0.51348
C -0.01203 0.88868 -0.66216
C 1.11159 1.45022 1.15038
C -1.61478 -2.86171 -0.06631
N 0.52949 0.33252 0.39588
N 0.43429 -1.70058 -0.95651
P 0.40514 -2.73090 0.15713
H -0.40380 3.01743 -1.26248
H 1.01454 3.67710 0.72153
H -0.54317 0.27640 -1.39420
H 2.21228 1.57036 1.11344
H -2.16032 -3.79163 0.22512
H -1.83027 -2.49041 -0.99525
H -1.84669 -2.16739 0.64377
H 1.35872 -1.49568 -1.34141
H 0.70351 1.03115 2.31641

Forces on atoms 1 to 2 (eV/Å):
0.2 1.1 -0.9
-0.4 0.4 0.4

Computed properties:
- Relative energy (zero: lowest compared OMol25 entry of this formula, charge and spin): 3.248 eV
- Structure (SMILES): C1=CCN=C1.[H]/N=P/C
- Kohn-Sham gap: 0.325 Eh
- Total energy: -646.63493 a.u.
- Highest occupied orbital energy: -8.4486 eV
- Multiplicity: 1

***

LUMO per entry: 0.61, 0.40 eV